The following is a DFT calculation (ωB97M-V/def2-TZVPD) of C45H34Br2N8O7SeTi as an isolated structure in a non-equilibrium geometry.

```
98
Properties=species:S:1:pos:R:3
Ti 0.28 -1.27 0.74
O 3.16 1.86 0.78
C 2.19 1.14 1.01
N 1.83 0.02 0.35
C 2.72 -0.28 -0.76
C 3.19 -1.70 -0.69
C 4.29 -2.16 -1.41
C 4.67 -3.48 -1.27
C 3.97 -4.30 -0.40
C 2.88 -3.77 0.27
N 2.50 -2.50 0.12
C 1.29 1.50 2.15
C 1.58 2.60 2.95
C 0.72 2.89 4.00
C -0.39 2.08 4.18
C -0.60 1.01 3.33
N 0.24 0.72 2.33
H 3.59 0.38 -0.73
H 2.21 -0.11 -1.71
H 4.82 -1.48 -2.06
H 5.52 -3.86 -1.82
H 4.24 -5.33 -0.24
H 2.30 -4.36 0.96
H 2.45 3.19 2.72
H 0.90 3.73 4.65
H -1.10 2.27 4.98
H -1.46 0.36 3.44
Br 3.43 -3.29 6.52
C 2.54 -2.66 4.96
C 3.29 -2.04 3.95
C 2.61 -1.66 2.82
N 1.29 -1.82 2.62
C 0.56 -2.32 3.67
C 1.20 -2.81 4.84
C -0.85 -2.30 3.50
C -1.75 -2.86 4.43
C -3.09 -2.70 4.23
Br -4.34 -3.44 5.44
C -3.56 -1.99 3.11
C -2.61 -1.54 2.21
N -1.29 -1.69 2.36
H 4.35 -1.87 4.03
H 3.15 -1.19 2.01
H 0.62 -3.28 5.61
H -1.39 -3.42 5.28
H -4.61 -1.83 2.93
H -2.95 -1.02 1.34
C 1.11 6.21 -2.39
C 0.47 5.59 -1.18
C 0.48 6.28 0.02
C -0.09 5.74 1.16
C -0.71 4.51 1.09
C -0.73 3.80 -0.11
N -1.35 2.53 -0.12
C -2.49 2.23 -0.83
C -3.28 3.28 -1.33
C -4.44 3.03 -2.03
C -4.87 1.72 -2.26
C -4.10 0.69 -1.77
C -2.91 0.91 -1.06
C -2.18 -0.32 -0.64
O -2.50 -1.44 -1.00
O -1.16 -0.10 0.16
C -0.14 4.33 -1.26
C -0.14 3.56 -2.54
H 1.43 7.23 -2.18
H 0.44 6.24 -3.25
H 1.99 5.64 -2.70
H 0.96 7.25 0.07
H -0.07 6.29 2.10
H -1.19 4.06 1.95
H -0.82 1.73 0.19
H -2.97 4.30 -1.15
H -5.03 3.86 -2.39
H -5.78 1.52 -2.81
H -4.38 -0.34 -1.94
H -0.97 3.86 -3.19
H -0.23 2.49 -2.37
H 0.79 3.72 -3.10
O 0.04 0.09 -2.49
C 0.03 -1.11 -2.29
O 0.37 -1.70 -1.18
C -0.35 -2.07 -3.40
C -0.71 -3.39 -3.15
C -1.08 -4.23 -4.19
C -1.09 -3.76 -5.49
C -0.73 -2.45 -5.71
C -0.37 -1.58 -4.70
N -0.73 -1.94 -7.10
O -0.36 -0.80 -7.30
O -1.13 -2.69 -7.98
H -0.71 -3.75 -2.13
H -1.37 -5.25 -3.98
H -1.37 -4.39 -6.32
H -0.11 -0.55 -4.90
Se -0.41 -3.92 0.49
C 0.01 -4.87 2.02
N 0.31 -5.47 2.96
```

Summary:
- Net charge: -1
- Total energy: -302023.278 eV
- 2S+1: 2
- Highest occupied orbital energy (alpha / beta): -3.275 / -5.635 eV
- Orbital gap (alpha / beta): 0.17987 / 0.26774 Ha

Results of the natural (NBO) charge analysis, in e, for atoms 1 through 6: 1.79 -0.65 0.63 -0.73 -0.28 0.25



The following is a DFT calculation (ωB97M-V/def2-TZVPD) of a 7-piece molecular cluster, C45H34N2O27 overall in a non-equilibrium geometry.

```
108
Properties=species:S:1:pos:R:3
N 7.82 0.63 2.69
C 6.31 0.69 2.56
C 5.58 -0.79 2.48
O 6.50 -1.85 3.03
C 5.67 -2.95 3.63
O 6.07 -4.01 4.34
O 4.25 -2.58 3.31
C 4.29 -1.12 3.44
C 2.87 -0.26 3.18
C 1.73 -1.08 2.41
C 0.28 -0.38 2.15
C 0.27 1.13 2.76
C 1.59 1.72 3.45
N 2.93 1.12 3.72
H 8.21 1.27 1.95
H 8.11 0.99 3.65
H 5.86 1.26 3.49
H 6.08 1.35 1.60
H 5.52 -1.09 1.33
H 4.57 -0.79 4.53
H 1.92 -2.18 2.04
H -0.63 -0.90 1.63
H -0.71 1.79 2.69
H 1.50 2.85 3.84
C -1.46 -0.86 -2.23
C -2.15 -0.15 -3.13
C -1.93 1.31 -3.29
O -2.57 1.93 -4.14
C -0.96 1.96 -2.41
C -0.27 1.26 -1.51
C -0.47 -0.21 -1.37
O 0.19 -0.84 -0.54
O 0.64 1.87 -0.67
O -3.09 -0.76 -3.95
H -1.61 -1.93 -2.11
H -0.82 3.03 -2.52
H 1.00 1.14 -0.11
H -3.44 -0.04 -4.52
C -1.20 -7.09 1.33
C -1.88 -6.38 0.43
C -1.67 -4.91 0.27
O -2.30 -4.29 -0.58
C -0.69 -4.26 1.16
C -0.01 -4.97 2.06
C -0.20 -6.44 2.20
O 0.45 -7.06 3.03
O 0.91 -4.36 2.90
O -2.82 -6.98 -0.39
H -1.34 -8.15 1.46
H -0.56 -3.19 1.04
H 1.27 -5.08 3.46
H -3.18 -6.26 -0.95
C -6.83 0.11 -8.44
C -6.16 -0.13 -7.31
C -4.73 0.25 -7.15
O -4.15 0.04 -6.09
C -4.06 0.89 -8.30
C -4.73 1.13 -9.43
C -6.16 0.77 -9.57
O -6.75 1.02 -10.62
O -4.10 1.72 -10.51
O -6.78 -0.75 -6.23
H -7.87 -0.16 -8.56
H -3.02 1.15 -8.18
H -4.79 1.79 -11.21
H -6.09 -0.81 -5.54
C 0.50 6.62 6.17
C 0.02 7.82 5.86
C 0.41 8.51 4.59
O -0.07 9.61 4.33
C 1.37 7.83 3.71
C 1.85 6.63 4.02
C 1.44 5.93 5.27
O 1.89 4.82 5.52
O 2.76 5.99 3.19
O -0.87 8.47 6.70
H 0.22 6.10 7.08
H 1.66 8.35 2.80
H 2.96 5.13 3.64
H -1.07 9.32 6.25
C 2.03 0.53 8.23
C 1.71 1.69 7.65
C 0.59 2.53 8.16
O 0.32 3.59 7.61
C -0.17 2.03 9.32
C 0.16 0.88 9.90
C 1.29 0.05 9.41
O 1.58 -0.99 9.98
O -0.55 0.41 10.99
O 2.40 2.14 6.54
H 2.85 -0.08 7.88
H -0.99 2.64 9.67
H -0.12 -0.44 11.24
H 1.97 3.00 6.30
C -1.63 -2.88 -10.46
C -0.56 -3.67 -10.54
C -0.03 -4.37 -9.35
O 0.95 -5.11 -9.46
C -0.70 -4.16 -8.06
C -1.77 -3.36 -7.98
C -2.32 -2.68 -9.18
O -3.32 -1.97 -9.07
O -2.41 -3.15 -6.77
O 0.10 -3.86 -11.75
H -2.03 -2.36 -11.32
H -0.29 -4.66 -7.19
H -3.16 -2.54 -6.97
H 0.84 -4.47 -11.55
```

Summary:
- Total energy: -105466.133 eV
- SMILES string: NC[C@H]1OC(=O)O[C@@H]1c1ccccn1.O=C1C=C(O)C(=O)C=C1O.O=C1C=C(O)C(=O)C=C1O.O=C1C=C(O)C(=O)C=C1O.O=C1C=C(O)C(=O)C=C1O.O=C1C=C(O)C(=O)C=C1O.O=C1C=C(O)C(=O)C=C1O
- Highest occupied orbital energy: -9.153 eV
- Orbital gap: 0.26377 Ha

Results of the Löwdin charge analysis, in e, for atoms 1 through 6: -0.05 -0.20 -0.17 -0.05 -0.21 0.03



The following is a DFT calculation (ωB97M-V/def2-TZVPD) of C45H35Br2N11O2SSiY as an isolated structure.

```
98
Properties=species:S:1:pos:R:3
Y -0.10 -0.63 -0.72
Br 5.13 -0.51 -0.20
C 3.90 0.16 1.06
C 4.37 0.63 2.29
C 3.51 1.11 3.24
Br 4.21 1.71 4.90
C 2.12 1.15 2.99
C 1.16 1.66 3.89
C -0.16 1.66 3.54
C -0.54 1.13 2.29
N 0.33 0.65 1.44
C 1.65 0.66 1.75
C 2.55 0.13 0.75
O 2.08 -0.32 -0.37
H 5.44 0.60 2.49
H 1.48 2.05 4.84
H -0.92 2.05 4.20
H -1.58 1.12 1.98
N -0.08 1.66 -1.44
C 0.23 2.66 -0.92
N 0.69 3.70 -0.32
C 0.00 4.82 -0.27
N -0.53 5.85 -0.19
C 2.00 0.41 -3.71
C 0.77 -0.34 -4.11
C 0.30 -0.37 -5.42
C -0.89 -1.05 -5.63
N -1.57 -1.68 -4.69
C -1.04 -1.66 -3.46
S -1.78 -2.49 -2.14
N 0.10 -0.98 -3.15
H 2.68 0.51 -4.55
H 2.50 -0.07 -2.87
H 1.71 1.41 -3.38
H 0.82 0.13 -6.22
H -1.32 -1.08 -6.63
O -0.01 -2.16 0.82
Si 0.29 -3.67 1.26
C 1.49 -4.50 0.07
C 1.47 -5.87 -0.18
C 2.39 -6.46 -1.04
C 3.36 -5.68 -1.66
C 3.39 -4.31 -1.42
C 2.47 -3.73 -0.56
C -1.29 -4.70 1.33
C -1.99 -4.89 2.52
C -3.23 -5.51 2.54
C -3.79 -5.97 1.35
C -3.11 -5.81 0.16
C -1.87 -5.18 0.15
C 1.05 -3.67 2.98
C 1.31 -2.44 3.61
C 1.92 -2.38 4.85
C 2.28 -3.55 5.50
C 2.03 -4.78 4.90
C 1.43 -4.83 3.65
H 0.72 -6.50 0.28
H 2.36 -7.53 -1.23
H 4.07 -6.13 -2.34
H 4.15 -3.69 -1.89
H 2.52 -2.67 -0.37
H -1.56 -4.53 3.45
H -3.76 -5.64 3.47
H -4.76 -6.46 1.36
H -3.54 -6.16 -0.77
H -1.35 -5.05 -0.80
H 1.03 -1.53 3.09
H 2.12 -1.42 5.31
H 2.76 -3.51 6.48
H 2.31 -5.70 5.41
H 1.25 -5.80 3.19
C -3.25 -1.94 0.96
C -3.42 -0.61 0.32
N -2.46 0.13 -0.19
C -3.06 1.25 -0.72
C -4.40 1.19 -0.54
N -4.63 -0.01 0.12
C -5.90 -0.47 0.61
N -6.40 0.40 1.66
N -7.60 1.00 1.51
N -7.83 1.74 2.52
C -6.75 1.66 3.38
C -6.52 2.29 4.61
C -5.32 2.01 5.23
C -4.38 1.13 4.66
C -4.60 0.51 3.46
C -5.82 0.79 2.83
H -2.19 -2.09 1.17
H -3.57 -2.74 0.30
H -3.81 -2.02 1.90
H -2.48 2.02 -1.21
H -5.21 1.86 -0.79
H -5.78 -1.48 0.98
H -6.65 -0.46 -0.17
H -7.24 2.96 5.03
H -5.09 2.48 6.18
H -3.45 0.95 5.19
H -3.86 -0.15 3.03
```

Summary:
- Net charge: -1
- Total energy: -227571.860 eV
- Highest occupied orbital energy: -5.535 eV
- Orbital gap: 0.27105 Ha

Results of the Löwdin charge analysis, in e, for atoms 1 through 6: 1.34 0.76 -0.59 -0.17 -0.63 0.74



Number 1 is which compound? C45H34Br2N8O7SeTi